A cluster of 2 separate species, C5H12NS in total in a non-equilibrium geometry. Source: OMol25; level of theory: wB97M-V/def2-TZVPD.

Its net charge is -1. The total energy is -650.6334 Ha. The largest force on an atom comes out at 2.10 eV Å⁻¹. As for the frontier orbital gap: 5.10 eV. The calculation puts the energy relative to the best compared isomer or geometry (same formula, charge and spin) at 111.4 kJ/mol.

XYZ file:
```
19
Properties=species:S:1:pos:R:3:nbo_charge:R:1
C -2.05973 -0.03759 0.07978 -0.63
C -1.08715 -1.13098 -0.20005 -0.28
C -1.28859 -2.17364 -1.04772 -0.02
N -0.36163 -3.20330 -1.28762 -0.84
H -3.07035 -0.28198 -0.30220 0.20
H -2.09027 0.20731 1.14375 0.22
H -1.74024 0.88524 -0.44203 0.22
H -0.14179 -1.14133 0.35416 0.20
H -2.14903 -2.13399 -1.73004 0.18
H -0.68523 -4.01191 -1.79504 0.38
H 0.41939 -3.32229 -0.66016 0.39
C 1.73555 1.25052 0.81399 -0.63
C 1.71541 2.78571 0.63572 -0.53
S 3.15358 3.47794 1.42302 -0.70
H 1.64333 0.97679 1.88429 0.19
H 2.69672 1.02553 0.35796 0.21
H 0.92022 0.73892 0.29927 0.16
H 0.68635 3.13234 0.96435 0.15
H 1.70347 2.95669 -0.49145 0.15
```

=====

The molecule C5H8O in a non-equilibrium geometry. Source: OMol25; level of theory: wB97M-V/def2-TZVPD.

The total energy is -270.3565 Ha. The largest force on an atom comes out at 1.66 eV Å⁻¹. As for the frontier orbital gap: 9.49 eV. The calculation puts the energy relative to the best compared isomer or geometry (same formula, charge and spin) at 528.8 kJ/mol.

XYZ file:
```
14
Properties=species:S:1:pos:R:3:nbo_charge:R:1
C 1.95538 0.46080 -0.50931 -0.62
C 0.85880 -0.55809 -0.42262 -0.25
C 0.38651 -1.21002 0.66348 -0.21
C -0.81188 -0.90474 -0.08473 -0.07
C -1.74023 0.17477 0.40261 -0.12
O -1.12534 0.96697 1.37502 -0.71
H 1.52827 1.45776 -0.36120 0.23
H 2.72834 0.28951 0.24757 0.24
H 2.40330 0.42948 -1.50443 0.21
H 0.09126 -0.40908 -1.36381 0.21
H -1.16392 -1.50913 -0.92287 0.22
H -2.08044 0.84919 -0.40044 0.20
H -2.61533 -0.38729 0.75980 0.19
H -0.57664 0.35678 1.89608 0.49
```